Entry from the Open Molecules 2025 dataset: C5H4S as an isolated structure in a non-equilibrium geometry (ωB97M-V with the def2-TZVPD basis set).

HOMO energy ... -7.75 eV
Spin multiplicity ... 1
Max |F| ... 2.6 eV Å⁻¹
DFT total energy ... -590.80661 a.u.
Total charge ... 0
HOMO-LUMO gap ... 7.91 eV

The geometry in XYZ format:
```
10
Properties=species:S:1:pos:R:3:forces:R:3
S -2.102 0.583 -0.148 -0.212 -0.082 -0.242
C 1.628 0.052 -0.412 2.496 -0.239 0.490
C -0.862 -0.459 0.573 1.082 0.486 1.268
C 0.674 -0.947 -0.082 0.465 0.604 -1.042
C -0.374 -1.709 0.023 -0.154 -0.690 -0.213
C 1.010 1.000 0.218 -1.949 -0.705 -0.025
H -0.707 -0.403 1.694 -0.810 0.560 -1.336
H 0.292 1.771 0.301 0.131 0.706 0.385
H -2.258 0.046 -1.401 0.379 -0.093 0.839
H 2.701 0.065 -0.768 -1.428 -0.546 -0.125
```
Positions in Å, forces in eV/Å.

Entry from the Open Molecules 2025 dataset: one molecule with the formula C5H4S in a non-equilibrium geometry (ωB97M-V with the def2-TZVPD basis set).

HOMO energy (spin up / spin down) ... -7.88 / -9.06 eV
Spin multiplicity ... 3
Max |F| ... 5.8 eV Å⁻¹
DFT total energy ... -590.84354 a.u.
Total charge ... 0
HOMO-LUMO gap (spin up / spin down) ... 8.63 / 7.34 eV

The geometry in XYZ format:
```
10
Properties=species:S:1:pos:R:3:forces:R:3
S -0.383 -1.089 -1.633 0.202 0.460 0.233
C 0.328 -1.281 0.967 3.465 -3.859 -0.408
C 0.033 0.341 -0.641 1.873 1.199 -0.461
C 0.894 -0.969 -0.293 1.051 0.814 -3.291
C -0.788 0.717 0.662 -0.108 3.157 -3.268
C -0.427 -0.392 1.427 -3.383 1.217 4.573
H -0.318 1.719 0.963 -1.152 -1.286 0.038
H -1.865 0.809 0.323 1.105 0.004 0.941
H 1.978 -1.154 -0.695 -2.239 0.611 1.202
H 0.550 1.298 -1.079 -0.813 -2.317 0.441
```
Positions in Å, forces in eV/Å.

Entry from the Open Molecules 2025 dataset: one molecule with the formula C5H4S in a non-equilibrium geometry (ωB97M-V with the def2-TZVPD basis set).

HOMO energy (spin up / spin down) ... -4.88 / -8.92 eV
Spin multiplicity ... 3
Max |F| ... 6.5 eV Å⁻¹
DFT total energy ... -590.81082 a.u.
Total charge ... 0
HOMO-LUMO gap (spin up / spin down) ... 5.71 / 7.23 eV

The geometry in XYZ format:
```
10
Properties=species:S:1:pos:R:3:forces:R:3
S -1.226 -0.666 -1.129 -0.711 0.737 -0.207
C 0.484 -1.150 -0.667 0.236 -0.822 0.977
C 0.867 0.754 1.336 -1.036 5.070 3.325
C -1.342 0.876 -0.164 -2.637 -2.017 -4.247
C -0.220 1.110 0.486 4.868 -1.298 4.050
C 0.748 -0.129 0.382 -0.539 -3.250 -4.907
H 0.278 -2.287 -0.320 0.868 2.281 -0.478
H -2.230 1.439 -0.543 0.978 -0.106 0.937
H 1.386 1.242 2.190 -0.299 -0.724 -0.918
H 1.256 -1.188 -1.569 -1.727 0.129 1.468
```
Positions in Å, forces in eV/Å.

Entry from the Open Molecules 2025 dataset: C5H5AgO7 as an isolated structure in a non-equilibrium geometry (ωB97M-V with the def2-TZVPD basis set).

HOMO energy ... -8.86 eV
Spin multiplicity ... 1
Max |F| ... 4.1 eV Å⁻¹
DFT total energy ... -867.13314 a.u.
Total charge ... 0
HOMO-LUMO gap ... 6.48 eV

The geometry in XYZ format:
```
18
Properties=species:S:1:pos:R:3:forces:R:3
Ag 4.233 -1.764 -3.897 -1.019 0.956 1.667
O -4.930 2.411 -2.301 -0.134 -0.296 0.205
O -0.907 0.518 1.367 -0.650 0.944 -0.807
O -3.963 1.315 -0.463 -1.579 1.200 -2.380
O -1.595 -1.511 2.156 -0.166 0.481 -1.395
O 3.611 0.055 -2.002 0.881 0.032 -0.320
O 2.217 -1.650 -1.820 0.083 -0.319 0.143
O 2.113 0.080 -0.379 0.261 0.448 0.354
C 2.680 -0.553 -1.422 -0.091 -0.888 -1.765
C -1.630 -0.306 2.106 1.641 -1.300 3.549
C 0.517 0.433 1.316 0.237 -0.340 -0.171
C 0.955 -0.500 0.200 0.063 -0.537 -0.132
C -4.485 1.846 -1.393 1.721 -0.914 2.191
H 0.868 1.454 1.126 -0.103 -0.286 -0.022
H 0.899 0.093 2.286 -0.106 0.115 -0.106
H 0.159 -0.598 -0.551 0.191 0.038 0.226
H -1.932 0.174 3.072 -1.096 0.482 -0.998
H 1.188 -1.497 0.598 -0.135 0.183 -0.241
```
Positions in Å, forces in eV/Å.

Entry from the Open Molecules 2025 dataset: C5H5Br15 as an isolated structure in a non-equilibrium geometry (ωB97M-V with the def2-TZVPD basis set).

HOMO energy ... -10.25 eV
Spin multiplicity ... 1
Max |F| ... 2.4 eV Å⁻¹
DFT total energy ... -38803.61964 a.u.
Total charge ... 0
HOMO-LUMO gap ... 9.70 eV

The geometry in XYZ format:
```
25
Properties=species:S:1:pos:R:3:forces:R:3
Br 6.241 -1.294 3.229 -0.457 0.150 -0.157
Br 4.246 -3.695 3.811 0.139 0.596 0.308
Br -1.121 -4.618 0.389 -0.064 1.063 -0.873
Br -8.322 3.598 0.001 -0.090 -1.937 0.103
Br -2.150 3.467 -1.625 1.359 -0.451 0.529
Br -2.601 1.793 0.914 0.574 -0.675 -0.326
Br 2.961 -1.041 2.736 0.865 0.100 0.416
Br 7.572 1.550 -3.479 -0.422 -0.556 0.277
Br 4.452 1.203 -2.803 -0.190 -0.145 -0.409
Br -9.835 0.509 -0.018 0.693 1.062 -0.264
Br -2.703 -2.979 -2.030 1.260 -0.054 0.945
Br 0.572 -2.942 -1.812 -0.672 0.063 0.355
Br 6.423 -1.285 -2.234 0.047 0.576 -0.296
Br -7.257 1.217 -1.878 -0.309 0.088 -0.127
Br -0.415 3.912 1.168 0.241 -0.378 -1.094
C -1.137 2.601 -0.136 -1.798 1.231 1.099
C -8.175 1.596 -0.225 -0.104 -0.233 -0.062
C 6.238 0.644 -2.381 0.086 0.379 0.751
C -1.093 -3.012 -0.816 -0.578 -0.829 -0.078
C 4.452 -1.742 3.814 -0.279 -0.548 -0.309
H -0.360 1.889 -0.411 -0.373 0.237 -0.223
H 4.381 -1.342 4.825 -0.276 -0.294 -0.288
H -7.526 1.080 0.483 -0.167 1.021 0.351
H 6.332 1.039 -1.370 0.459 -0.263 -0.302
H -1.175 -2.151 -0.152 0.055 -0.205 -0.325
```
Positions in Å, forces in eV/Å.

Entry from the Open Molecules 2025 dataset: C5H5Br2N as an isolated structure in a non-equilibrium geometry (ωB97M-V with the def2-TZVPD basis set).

HOMO energy ... -8.98 eV
Spin multiplicity ... 1
Max |F| ... 6.9 eV Å⁻¹
DFT total energy ... -5396.18201 a.u.
Total charge ... 0
HOMO-LUMO gap ... 8.93 eV

The geometry in XYZ format:
```
13
Properties=species:S:1:pos:R:3:forces:R:3
Br 0.387 -2.370 1.970 -0.176 -0.125 0.074
Br -0.576 0.520 2.714 -0.080 0.806 0.983
N -0.183 -0.385 0.185 1.497 1.448 -3.073
C -0.117 1.090 -1.463 -1.315 0.037 -1.990
C -0.547 -0.795 1.376 -5.628 -3.381 2.004
C 1.204 0.641 -1.192 -0.329 -0.127 1.435
C -1.003 0.439 -0.603 4.764 -0.015 -0.952
C 1.151 -0.211 -0.135 0.507 -0.243 -0.480
H 1.982 -0.744 0.359 -0.969 0.444 -0.209
H -1.980 0.421 -0.319 -2.651 0.303 0.036
H -2.132 -1.229 1.073 3.932 0.950 1.168
H 2.140 1.007 -1.510 0.595 0.328 -1.001
H -0.325 1.617 -2.456 -0.147 -0.426 2.005
```
Positions in Å, forces in eV/Å.

Entry from the Open Molecules 2025 dataset: C5H5Br2N3O2 as an isolated structure in a non-equilibrium geometry (ωB97M-V with the def2-TZVPD basis set).

HOMO energy ... -9.60 eV
Spin multiplicity ... 1
Max |F| ... 5.6 eV Å⁻¹
DFT total energy ... -5656.15703 a.u.
Total charge ... 0
HOMO-LUMO gap ... 8.90 eV

The geometry in XYZ format:
```
17
Properties=species:S:1:pos:R:3:forces:R:3
Br 3.763 0.866 -1.004 0.193 0.109 0.110
Br 2.787 -1.800 0.541 0.278 0.411 -0.375
O -2.785 -0.324 1.305 -0.430 -0.181 -0.581
O -2.950 1.753 0.767 -1.557 1.086 -0.414
N 0.897 1.714 -0.179 2.125 -1.652 -1.197
N -0.174 -0.262 0.031 -0.012 0.555 0.387
N -2.389 0.698 0.745 0.840 -0.707 1.884
C -0.566 -1.695 0.001 2.329 0.724 0.324
C -0.346 1.947 0.065 -4.814 2.290 1.752
C -1.064 0.764 0.320 2.086 0.975 -1.843
C 2.362 -0.363 -0.720 -3.798 -0.427 -1.619
C 0.976 0.376 -0.259 2.886 -0.660 -0.417
H 2.083 -0.839 -1.786 0.913 0.783 2.568
H 0.256 -2.261 0.533 -1.400 0.512 -0.376
H -0.862 2.997 0.152 1.458 -2.197 -0.133
H -1.499 -1.593 0.553 -0.194 -1.366 -0.573
H -0.489 -1.979 -1.061 -0.902 -0.257 0.504
```
Positions in Å, forces in eV/Å.

Entry from the Open Molecules 2025 dataset: one molecule with the formula C5H5BrN2 in a non-equilibrium geometry (ωB97M-V with the def2-TZVPD basis set).

HOMO energy ... -9.91 eV
Spin multiplicity ... 1
Max |F| ... 3.0 eV Å⁻¹
DFT total energy ... -2876.87553 a.u.
Total charge ... 0
HOMO-LUMO gap ... 9.34 eV

The geometry in XYZ format:
```
13
Properties=species:S:1:pos:R:3:forces:R:3
Br 3.453 0.225 0.112 -0.495 -0.291 0.186
N -0.692 0.516 0.314 1.292 -0.663 -1.219
N -3.154 0.038 0.113 -0.817 1.222 0.964
C -2.977 1.146 0.524 -1.459 -1.492 -0.111
C 0.879 -1.257 -0.037 -0.733 0.026 0.039
C 1.629 -0.222 0.611 1.522 1.217 0.072
C 0.570 0.191 -0.339 -1.484 -0.625 2.493
C -1.679 0.963 -0.307 1.454 -0.002 2.343
H 0.143 -1.685 0.587 -0.579 -0.681 0.487
H -1.788 1.470 -1.184 0.240 0.830 -2.808
H 0.939 0.531 -1.236 0.106 1.180 -2.073
H 1.427 -0.051 1.632 0.108 0.228 0.947
H 1.250 -1.865 -0.788 0.844 -0.949 -1.318
```
Positions in Å, forces in eV/Å.

Entry from the Open Molecules 2025 dataset: a 2-piece molecular cluster, C5H5BrN2O4S overall in a non-equilibrium geometry (ωB97M-V with the def2-TZVPD basis set).

HOMO energy ... -10.51 eV
Spin multiplicity ... 1
Max |F| ... 4.6 eV Å⁻¹
DFT total energy ... -3575.95832 a.u.
Total charge ... 0
HOMO-LUMO gap ... 9.09 eV

The geometry in XYZ format:
```
18
Properties=species:S:1:pos:R:3:forces:R:3
Br -0.763 -2.487 3.856 2.857 -1.244 2.084
S -0.464 -2.597 0.198 -0.762 1.864 0.207
O 2.944 -1.202 -2.348 1.099 -2.176 -0.855
O -2.604 -1.195 1.596 0.164 0.908 -0.401
O -2.001 0.867 1.266 -0.058 0.152 -0.046
O 2.100 0.754 -2.196 -0.296 -1.755 -0.298
N -1.866 -0.317 1.099 -1.176 -1.710 1.118
N 2.076 -0.489 -1.990 0.420 4.553 0.595
C 1.062 -0.927 -1.129 -3.072 -1.300 2.568
C 0.832 -2.249 -0.819 0.517 -1.731 -0.426
C 0.093 -0.103 -0.346 1.342 0.115 -1.220
C -0.822 -0.848 0.327 1.756 -1.339 -0.977
C 0.145 1.392 -0.278 -2.777 -1.911 2.224
H 1.305 -3.230 -1.087 0.128 1.563 -0.330
H -1.787 -2.048 3.150 -2.745 1.145 -1.823
H 0.896 1.631 -0.892 2.560 1.642 -2.017
H -0.850 1.661 -0.706 0.822 0.793 0.868
H 0.375 1.618 0.804 -0.778 0.432 -1.270
```
Positions in Å, forces in eV/Å.

Entry from the Open Molecules 2025 dataset: one molecule with the formula C5H5Cl in a non-equilibrium geometry (ωB97M-V with the def2-TZVPD basis set).

HOMO energy ... -8.88 eV
Spin multiplicity ... 1
Max |F| ... 3.3 eV Å⁻¹
DFT total energy ... -653.62260 a.u.
Total charge ... 0
HOMO-LUMO gap ... 9.67 eV

The geometry in XYZ format:
```
11
Properties=species:S:1:pos:R:3:forces:R:3
Cl -1.580 -1.535 -0.124 0.011 0.075 0.007
C 0.361 0.373 -0.460 -1.375 -1.611 2.480
C -0.251 -0.297 1.839 0.320 -0.249 0.742
C -0.086 -0.319 3.034 -0.322 0.025 -0.570
C 0.244 0.348 -1.931 -0.925 0.924 -0.570
C -0.391 -0.387 0.426 1.441 1.625 -1.798
H 1.096 1.016 0.039 -0.273 -0.148 -0.362
H 1.157 -0.045 -2.380 -0.100 -0.096 -0.144
H -0.665 -0.221 -2.263 1.028 0.453 0.230
H 0.135 1.418 -2.278 0.113 -1.074 0.139
H -0.020 -0.351 4.098 0.081 0.076 -0.154
```
Positions in Å, forces in eV/Å.